Arrangement A

H11NO4 | ωB97M-V/def2-TZVPD

Last columns: bonded neighbours and bond lengths (Å).
Cartesian coordinates (Å):
1 O -0.40 1.70 1.59  H2 0.967, H14 0.962
2 H 0.36 1.16 1.35  O1 0.967
3 H 2.47 -0.62 -0.01  O6 0.966
4 H -0.26 1.15 -2.28  N12 1.015
5 O -1.94 -0.24 0.52  H7 0.981, H15 0.969
6 O 2.55 0.32 -0.23  H3 0.966, H13 0.960
7 H -1.72 0.70 0.70  O5 0.981
8 H -0.19 -1.31 0.71  O10 0.966
9 H 0.23 -0.09 -1.40  N12 1.016
10 O 0.29 -1.92 1.29  H8 0.966, H16 0.957
11 H -0.50 -0.37 -2.84  N12 1.014
12 N -0.53 0.21 -2.01  H4 1.015, H9 1.016, H11 1.014
13 H 2.49 0.43 -1.18  O6 0.960
14 H -0.45 1.63 2.55  O1 0.962
15 H -2.08 -0.18 -0.44  O5 0.969
16 H -0.32 -2.55 1.67  O10 0.957

Output
HOMO level	-10.58	eV
HOMO-LUMO gap	0.4069	hartree
E_LUMO	0.494	eV
SMILES	N.O.O.O.O


Arrangement B

H11NO4 | ωB97M-V/def2-TZVPD

Last columns: bonded neighbours and bond lengths (Å).
Cartesian coordinates (Å):
1 O 1.35 0.51 2.53  H11 0.976, H14 0.988
2 H 0.73 -2.25 0.45  O4 0.953
3 H -0.05 -1.03 0.30  O4 0.970
4 O 0.34 -1.58 1.00  H2 0.953, H3 0.970
5 H -2.48 1.97 -0.02  N8 1.003
6 H 1.22 0.91 -0.94  O7 1.051
7 O 0.28 0.47 -0.79  H6 1.051, H16 1.121
8 N -1.66 2.52 -0.20  H5 1.003, H9 0.979, H13 0.956
9 H -1.81 2.84 -1.11  N8 0.979
10 H -0.33 -1.31 -1.87  O15 0.945
11 H 2.15 1.02 2.29  O1 0.976
12 H 0.39 -2.17 -2.94  O15 1.021
13 H -1.60 3.32 0.31  N8 0.956
14 H 1.16 -0.06 1.74  O1 0.988
15 O -0.38 -2.17 -2.27  H10 0.945, H12 1.021
16 H -0.44 1.28 -0.50  O7 1.121

Output
HOMO level	-10.45	eV
HOMO-LUMO gap	0.3960	hartree
E_LUMO	0.328	eV
SMILES	N.O.O.O.O


Pick arrangement A: it beats the second-best structure by 13.9 kcal/mol.


Arrangement A

C5H24O7 | ωB97M-V/def2-TZVPD

Last columns: bonded neighbours and bond lengths (Å).
Cartesian coordinates (Å):
1 H 5.78 8.98 11.06  O29 0.930
2 H 10.00 7.40 5.86  C30 1.089
3 O 7.97 7.85 5.56  H24 0.942, C30 1.476
4 H 4.33 5.94 4.08  C13 1.071
5 H 7.93 6.40 9.57  O9 0.995
6 O 5.72 6.12 5.49  C13 1.359, H15 0.987
7 O 5.43 10.97 6.16  C25 1.418, H31 0.991
8 H 5.73 6.74 9.71  O16 0.975
9 O 8.81 6.50 10.02  H5 0.995, C12 1.428
10 H 4.59 4.76 8.95  C28 1.108
11 H 4.96 5.93 7.67  C28 1.098
12 C 8.68 5.74 11.22  O9 1.428, H20 1.064, H32 1.069, H34 1.122
13 C 4.93 6.69 4.55  H4 1.071, O6 1.359, H14 1.133, H22 1.089
14 H 4.15 7.35 5.04  C13 1.133
15 H 6.46 6.72 5.76  O6 0.987
16 O 6.17 5.92 9.41  H8 0.975, C28 1.392
17 H 6.98 8.18 10.64  O29 0.966
18 H 9.60 8.31 4.31  C30 1.123
19 H 9.27 6.48 4.58  C30 1.114
20 H 9.53 5.95 11.83  C12 1.064
21 O 8.36 9.44 9.64  H33 0.960, H35 0.985
22 H 5.42 7.22 3.73  C13 1.089
23 H 6.21 11.69 7.90  C25 1.102
24 H 8.13 8.59 6.11  O3 0.942
25 C 6.46 10.93 7.13  O7 1.418, H23 1.102, H26 1.123, H36 1.081
26 H 7.52 11.04 6.77  C25 1.123
27 H 5.95 4.46 8.03  C28 1.063
28 C 5.42 5.29 8.43  H10 1.108, H11 1.098, O16 1.392, H27 1.063
29 O 6.15 8.13 11.12  H1 0.930, H17 0.966
30 C 9.30 7.50 5.04  H2 1.089, O3 1.476, H18 1.123, H19 1.114
31 H 5.73 10.37 5.44  O7 0.991
32 H 7.92 6.13 11.86  C12 1.069
33 H 8.21 9.46 8.69  O21 0.960
34 H 8.51 4.65 11.05  C12 1.122
35 H 9.08 8.78 9.73  O21 0.985
36 H 6.49 9.95 7.57  C25 1.081

Output
HOMO level	-9.83	eV
HOMO-LUMO gap	0.3665	hartree
E_LUMO	0.140	eV
SMILES	CO.CO.CO.CO.CO.O.O


Arrangement B

C5H24O7 | ωB97M-V/def2-TZVPD

Last columns: bonded neighbours and bond lengths (Å).
Cartesian coordinates (Å):
1 H -0.08 -6.33 1.72  O2 0.957
2 O 0.44 -6.68 2.44  H1 0.957, H18 0.957
3 C -2.39 -5.20 -3.16  H14 1.090, H21 1.090, O22 1.377, H26 1.090
4 H 0.17 0.88 0.85  C25 1.090
5 H 0.37 -0.86 0.65  C25 1.090
6 H -3.09 5.55 1.98  C36 1.090
7 C 3.37 1.41 6.61  H9 1.090, O12 1.382, H27 1.090, H33 1.090
8 H -1.11 6.57 1.55  O13 0.960
9 H 4.18 2.08 6.33  C7 1.090
10 H -0.47 4.00 -1.72  O20 0.957
11 H 0.34 4.39 -2.94  O20 0.957
12 O 3.45 0.18 6.00  C7 1.382, H28 0.960
13 O -1.33 6.80 2.46  H8 0.960, C36 1.481
14 H -2.52 -5.96 -3.94  C3 1.090
15 C 1.72 -0.22 -6.43  H16 1.090, H17 1.090, H31 1.090, O34 1.353
16 H 1.83 0.44 -7.28  C15 1.090
17 H 1.55 0.53 -5.65  C15 1.090
18 H 0.17 -7.59 2.52  O2 0.957
19 O -0.83 0.23 -0.83  C25 1.418, H29 0.960
20 O -0.05 4.75 -2.14  H10 0.957, H11 0.957
21 H -2.65 -4.15 -3.28  C3 1.090
22 O -2.68 -5.66 -1.90  C3 1.377, H24 0.960
23 H -3.04 6.41 3.52  C36 1.090
24 H -3.63 -5.66 -2.00  O22 0.960
25 C -0.30 -0.02 0.47  H4 1.090, H5 1.090, O19 1.418, H30 1.090
26 H -1.33 -4.98 -3.30  C3 1.090
27 H 3.24 1.20 7.67  C7 1.090
28 H 2.75 -0.34 6.38  O12 0.960
29 H -1.27 -0.58 -1.10  O19 0.960
30 H -1.06 -0.24 1.22  C25 1.090
31 H 0.94 -0.99 -6.41  C15 1.090
32 H -2.17 4.93 3.24  C36 1.090
33 H 2.46 1.94 6.34  C7 1.090
34 O 2.87 -0.93 -6.52  C15 1.353, H35 0.960
35 H 2.59 -1.77 -6.14  O34 0.960
36 C -2.44 5.88 2.79  H6 1.090, O13 1.481, H23 1.090, H32 1.090

Output
HOMO level	-10.18	eV
HOMO-LUMO gap	0.3765	hartree
E_LUMO	0.063	eV
SMILES	CO.CO.CO.CO.CO.O.O


Pick arrangement A: it beats the second-best structure by 45.5 kcal/mol.


Arrangement A

CH2O3S2 | ωB97M-V/def2-TZVPD

Last columns: bonded neighbours and bond lengths (Å).
Cartesian coordinates (Å):
1 S 2.28 0.23 0.02  O3 1.440, O4 1.434
2 S -1.26 -1.51 -0.11  C6 1.696, H8 1.364
3 O 1.65 1.38 -0.57  S1 1.440
4 O 2.43 -0.90 -0.84  S1 1.434
5 H -1.49 1.14 0.30  O7 0.983
6 C -0.69 -0.46 1.09  S2 1.696, O7 1.280
7 O -0.96 0.79 1.04  H5 0.983, C6 1.280
8 H -1.94 -0.67 -0.94  S2 1.364

Output
HOMO level	-9.23	eV
HOMO-LUMO gap	0.3005	hartree
E_LUMO	-1.056	eV


Arrangement B

CH2O3S2 | ωB97M-V/def2-TZVPD

Last columns: bonded neighbours and bond lengths (Å).
Cartesian coordinates (Å):
1 S 1.51 -0.58 -1.01  H4 1.246, H5 1.278
2 O -1.85 -0.44 0.14  S3 1.878, C6 1.253
3 S -1.01 1.24 0.07  O2 1.878, C6 1.891, O8 1.455
4 H 2.62 -0.26 -0.54  S1 1.246
5 H 1.88 -1.01 -2.16  S1 1.278
6 C -0.98 -0.38 1.04  O2 1.253, S3 1.891, O7 1.174
7 O -0.40 -0.95 1.88  C6 1.174
8 O -1.76 2.38 0.58  S3 1.455

Output
HOMO level	-9.68	eV
HOMO-LUMO gap	0.3337	hartree
E_LUMO	-0.596	eV


Pick arrangement B: it beats the second-best structure by 6.2 kcal/mol.


Arrangement A

C2H4F2OS | ωB97M-V/def2-TZVPD

Last columns: bonded neighbours and bond lengths (Å).
Cartesian coordinates (Å):
1 H -1.13 -1.70 0.63  C5 1.068
2 H -2.12 -0.25 1.01  C5 1.112
3 C 0.01 0.39 0.14  C5 1.837, F7 1.380, F8 1.323, S9 1.937
4 O 1.47 0.69 -2.02  S9 1.630, H10 1.041
5 C -1.12 -0.72 1.06  H1 1.068, H2 1.112, C3 1.837, H6 1.088
6 H -0.62 -0.69 2.03  C5 1.088
7 F -0.62 1.52 -0.35  C3 1.380
8 F 1.01 0.68 0.96  C3 1.323
9 S 0.61 -0.56 -1.44  C3 1.937, O4 1.630
10 H 2.51 0.64 -2.01  O4 1.041

Output
HOMO level	-9.22	eV
HOMO-LUMO gap	0.3534	hartree
E_LUMO	0.396	eV
SMILES	CC(F)(F)SO


Arrangement B

C2H4F2OS | ωB97M-V/def2-TZVPD

Last columns: bonded neighbours and bond lengths (Å).
Cartesian coordinates (Å):
1 C -0.35 1.56 -0.53  S3 1.888, H5 1.076, H7 1.100, H8 1.139
2 O -1.26 -0.88 -0.35  S3 1.605, H10 0.990
3 S 0.15 -0.24 -0.78  C1 1.888, O2 1.605, C9 2.084
4 F 0.27 -1.76 1.49  C9 1.428
5 H 0.36 1.89 0.21  C1 1.076
6 F 2.19 -0.65 1.08  C9 1.372
7 H -1.37 1.31 -0.23  C1 1.100
8 H -0.21 1.89 -1.61  C1 1.139
9 C 1.26 -1.47 0.50  S3 2.084, F4 1.428, F6 1.372
10 H -1.05 -1.65 0.24  O2 0.990

Output
HOMO level	-8.68	eV
HOMO-LUMO gap	0.3280	hartree
E_LUMO	0.244	eV


Pick arrangement A: it beats the second-best structure by 48.1 kcal/mol.


Arrangement A

C2H4ClN2 | ωB97M-V/def2-TZVPD

Last columns: bonded neighbours and bond lengths (Å).
Cartesian coordinates (Å):
1 C 0.13 -1.56 0.74  N5 1.587, H7 1.119, H8 1.133, H9 1.072
2 C -0.70 0.60 -0.74  N5 1.190, N6 1.256
3 H -0.38 2.53 -1.59  N6 1.035
4 Cl 1.05 2.27 -0.38  N6 1.594
5 N -0.53 -0.37 -0.08  C1 1.587, C2 1.190
6 N -0.41 1.82 -0.83  C2 1.256, H3 1.035, Cl4 1.594
7 H -0.64 -2.22 1.20  C1 1.119
8 H 0.69 -0.87 1.45  C1 1.133
9 H 0.80 -2.21 0.22  C1 1.072

Output
HOMO level	-15.41	eV
charge	+1
HOMO-LUMO gap	0.3403	hartree
E_LUMO	-6.146	eV
SMILES	CN=C=[NH+]Cl


Arrangement B

C2H4ClN2 | ωB97M-V/def2-TZVPD

Last columns: bonded neighbours and bond lengths (Å).
Cartesian coordinates (Å):
1 N 0.07 -0.19 0.45  C5 1.197, C9 1.310
2 N 1.35 -2.15 0.08  H3 0.989, C5 1.188
3 H 1.98 -2.71 0.60  N2 0.989
4 H -1.67 0.73 0.50  C9 1.085
5 C 0.81 -1.13 0.36  N1 1.197, N2 1.188
6 Cl -1.04 1.60 -2.67  no bonds
7 H -0.62 1.38 -0.82  C9 1.234
8 H -0.26 1.54 1.17  C9 1.105
9 C -0.61 0.92 0.33  N1 1.310, H4 1.085, H7 1.234, H8 1.105

Output
HOMO level (alpha / beta)	-15.65 / -15.62	eV
charge	+1
HOMO-LUMO gap (alpha / beta)	0.2042 / 0.2034	hartree
E_LUMO (alpha / beta)	-10.089 / -10.091	eV


Pick arrangement A: it beats the second-best structure by 41.1 kcal/mol.


Arrangement A

C5H10OP2 | ωB97M-V/def2-TZVPD

Last columns: bonded neighbours and bond lengths (Å).
Cartesian coordinates (Å):
1 P 1.61 -1.16 1.85  P3 2.247, H9 1.536, H17 1.389
2 H -1.17 -2.77 -0.65  C11 1.108
3 P 1.12 -0.78 -0.31  P1 2.247, O6 1.455, C7 1.857, C8 1.830
4 H 1.33 1.44 -1.56  C7 1.110
5 H -1.94 0.89 0.38  C18 1.029
6 O 1.68 -1.76 -1.22  P3 1.455
7 C 1.37 1.05 -0.52  P3 1.857, H4 1.110, C13 1.649, H15 1.104
8 C -0.71 -0.71 -0.27  P3 1.830, C11 1.312, C18 1.474
9 H 0.51 -0.14 2.17  P1 1.536
10 H 0.09 1.79 1.18  C13 1.086
11 C -1.50 -1.73 -0.46  H2 1.108, C8 1.312, H12 1.146
12 H -2.63 -1.54 -0.49  C11 1.146
13 C -0.02 1.69 0.11  C7 1.649, H10 1.086, H16 1.148, C18 1.529
14 H -1.44 0.87 -1.29  C18 1.100
15 H 2.21 1.63 -0.10  C7 1.104
16 H -0.15 2.77 -0.27  C13 1.148
17 H 0.77 -2.25 1.69  P1 1.389
18 C -1.13 0.71 -0.24  H5 1.029, C8 1.474, C13 1.529, H14 1.100

Output
HOMO level	-9.34	eV
HOMO-LUMO gap	0.3697	hartree
E_LUMO	0.717	eV
SMILES	C=C1CCC[P@@]1(=O)P


Arrangement B

C5H10OP2 | ωB97M-V/def2-TZVPD

Last columns: bonded neighbours and bond lengths (Å).
Cartesian coordinates (Å):
1 H 0.69 2.27 -0.90  C5 1.079
2 P -1.18 0.85 1.88  C14 1.769, C16 1.876
3 C -0.49 -1.02 -0.16  P7 1.683, C14 1.424, C15 1.501
4 H 0.76 1.60 -2.46  C5 1.103
5 C 0.20 1.52 -1.51  H1 1.079, H4 1.103, P7 1.797, H10 1.096
6 O 1.94 -0.46 -1.34  P7 1.446
7 P 0.73 0.01 -0.70  C3 1.683, C5 1.797, O6 1.446
8 H -2.37 -0.95 1.12  C14 1.106
9 H 0.61 2.60 1.50  C16 1.096
10 H -0.88 1.66 -1.64  C5 1.096
11 H -0.61 -2.72 -1.54  C15 1.168
12 H 0.60 -3.10 -0.37  C15 1.118
13 H 0.95 1.57 2.67  C16 1.018
14 C -1.35 -0.60 0.89  P2 1.769, C3 1.424, H8 1.106
15 C -0.34 -2.49 -0.43  C3 1.501, H11 1.168, H12 1.118, H17 1.071
16 C 0.57 1.53 1.73  P2 1.876, H9 1.096, H13 1.018, H18 1.058
17 H -0.90 -3.15 0.20  C15 1.071
18 H 1.08 0.88 1.07  C16 1.058

Output
HOMO level (alpha / beta)	-7.70 / -7.70	eV
HOMO-LUMO gap (alpha / beta)	0.2604 / 0.2605	hartree
E_LUMO (alpha / beta)	-0.610 / -0.608	eV


Arrangement C

C5H10OP2 | ωB97M-V/def2-TZVPD

Last columns: bonded neighbours and bond lengths (Å).
Cartesian coordinates (Å):
1 H -1.79 1.29 -2.37  C6 1.089
2 H 2.16 -2.10 0.16  C5 1.090
3 H -0.18 1.88 2.31  C11 1.089
4 C 0.92 -0.15 -1.42  C13 1.334, P15 1.824, H16 1.081
5 C 2.31 -1.16 0.68  H2 1.090, H10 1.091, P15 1.879, H17 1.090
6 C -1.50 0.42 -1.79  H1 1.089, H7 1.091, H9 1.088, C13 1.498
7 H -2.24 0.28 -1.01  C6 1.091
8 H -0.60 0.33 1.53  C11 1.089
9 H -1.50 -0.45 -2.44  C6 1.088
10 H 1.48 -0.97 1.36  C5 1.091
11 C -0.68 1.42 1.46  H3 1.089, H8 1.089, P12 1.855, H18 1.091
12 P 0.09 2.08 -0.09  C11 1.855, C13 1.836, O14 1.978
13 C -0.14 0.63 -1.19  C4 1.334, C6 1.498, P12 1.836
14 O 1.96 1.51 0.24  P12 1.978, P15 1.607
15 P 2.49 0.23 -0.57  C4 1.824, C5 1.879, O14 1.607
16 H 0.87 -1.00 -2.09  C4 1.081
17 H 3.23 -1.23 1.27  C5 1.090
18 H -1.73 1.71 1.48  C11 1.091

Output
HOMO level	-8.13	eV
HOMO-LUMO gap	0.3160	hartree
E_LUMO	0.468	eV
SMILES	CC1=CP(C)OP1C


Pick arrangement C: it beats the second-best structure by 16.4 kcal/mol.